# C3H5NO2

C3H5NO2 in the gas phase in a non-equilibrium geometry (wB97M-V/def2-TZVPD, the OMol25 dataset).

Values from the calculation:
energy relative to the best compared isomer or geometry (same formula, charge and spin): 75.2 kJ/mol
orbital gap: 9.4 eV
E_LUMO: 0.709 eV
molecular weight: 87.08 g mol⁻¹
2S+1: 1
SMILES: N/C=C\C(=O)O
net charge: 0

CARTESIAN COORDINATES (ANGSTROEM)
C -0.73092 -0.04885 -0.98616
C 0.28639 0.79022 -0.60881
C 1.09521 0.64280 0.56568
H -1.07019 -1.07939 0.81824
H -2.05970 -1.47651 -0.57376
H -1.17653 0.01942 -1.96541
H 0.51302 1.64231 -1.29181
H 1.51914 -0.39705 2.06812
N -1.19412 -1.08887 -0.24804
O 0.64375 -0.26558 1.50396
O 2.17394 1.26150 0.71798

Atom charges from the natural (NBO) analysis, given in e for atoms 1 to 4: atom 1 (C): 0.113, atom 2 (C): -0.477, atom 3 (C): 0.736, atom 4 (H): 0.428